[1]
The following is a DFT calculation (ωB97M-V/def2-TZVPD) of a cluster of 12 separate species, C28H82N2O22 in total in a non-equilibrium geometry.

Calculated values
ΔE to the lowest compared entry with this formula, charge and spin (kcal/mol): 40.60
Maximum force (hartree/bohr): 0.0685
HOMO (eV): -9.6
E (Eh): -2880.58025
SMILES string: COC[C@H](C)N.COC[C@H](C)N.OCCO.OCCO.OCCO.OCCO.OCCO.OCCO.OCCO.OCCO.OCCO.OCCO

The geometry in XYZ format:
```
134
Properties=species:S:1:pos:R:3:lowdin_charge:R:1
C -0.189 -2.145 -5.040 -0.30
C 1.013 -1.685 -4.398 -0.18
O 0.755 -1.506 -2.942 -0.11
O -0.361 -3.472 -4.645 -0.05
H -0.072 -2.048 -6.129 0.13
H -1.010 -1.472 -4.696 0.12
H 1.283 -0.654 -4.749 0.13
H 1.739 -2.453 -4.523 0.12
H 0.951 -2.298 -2.435 0.05
H -1.008 -3.436 -3.904 0.05
C -0.169 -6.338 1.074 -0.21
C -0.650 -5.404 0.086 -0.23
O -0.647 -4.054 0.586 -0.08
O 1.288 -6.231 1.088 -0.09
H -0.511 -7.371 0.964 0.13
H -0.526 -6.077 2.083 0.13
H -1.628 -5.670 -0.255 0.12
H 0.112 -5.480 -0.714 0.13
H -1.138 -3.934 1.410 0.05
H 1.676 -6.432 0.230 0.09
C -4.697 -2.350 2.398 -0.23
C -3.218 -2.552 1.995 -0.19
O -2.631 -3.715 2.638 -0.10
O -5.569 -3.278 1.752 -0.06
H -4.895 -1.324 2.152 0.10
H -4.825 -2.425 3.438 0.10
H -2.568 -1.679 2.229 0.12
H -3.169 -2.737 0.927 0.10
H -2.564 -3.401 3.558 0.09
H -5.494 -2.964 0.807 0.09
C -4.449 2.038 2.763 -0.19
C -4.218 1.609 4.200 -0.24
O -3.367 2.590 4.762 -0.07
O -3.279 1.581 1.990 -0.10
H -4.654 3.110 2.747 0.12
H -5.286 1.538 2.327 0.10
H -3.801 0.606 4.204 0.11
H -5.110 1.675 4.802 0.12
H -2.463 2.492 4.426 0.07
H -2.512 2.046 2.266 0.00
C -2.798 3.100 -2.133 -0.20
C -3.686 2.023 -1.446 -0.19
O -3.507 0.739 -2.056 -0.13
O -2.729 2.931 -3.562 -0.06
H -1.840 3.204 -1.688 0.07
H -3.371 4.053 -1.962 0.13
H -4.728 2.229 -1.690 0.12
H -3.520 1.995 -0.356 0.11
H -2.777 0.212 -1.603 0.08
H -3.212 2.170 -3.801 0.04
C 1.656 -1.074 4.473 -0.22
C 0.336 -1.842 4.041 -0.22
O -0.878 -1.564 4.752 -0.10
O 1.656 0.258 3.993 -0.06
H 2.430 -1.708 4.097 0.09
H 1.695 -1.240 5.560 0.12
H 0.522 -2.908 4.033 0.10
H 0.103 -1.561 2.970 0.12
H -0.662 -1.435 5.702 0.09
H 1.385 0.836 4.729 0.10
C 3.312 -3.808 0.618 -0.24
C 2.981 -3.007 -0.660 -0.23
O 1.690 -3.397 -1.060 -0.10
O 2.299 -3.557 1.566 -0.10
H 4.305 -3.562 1.059 0.12
H 3.380 -4.862 0.289 0.12
H 3.701 -3.342 -1.366 0.11
H 3.009 -1.900 -0.449 0.11
H 1.088 -3.350 -0.253 0.08
H 1.847 -4.425 1.770 0.09
C -0.483 0.150 -0.082 -0.18
C 1.015 -0.135 0.027 -0.18
O 1.498 0.840 1.008 -0.09
O -1.056 -0.654 -1.162 -0.13
H -0.558 1.219 -0.267 0.10
H -1.051 -0.082 0.810 0.11
H 1.429 0.036 -1.004 0.12
H 1.231 -1.127 0.356 0.09
H 2.452 0.792 1.061 0.03
H -0.420 -0.609 -1.964 0.09
C -3.072 -2.234 -3.231 -0.26
C -4.436 -2.366 -2.669 -0.23
O -4.569 -1.851 -1.337 -0.07
O -2.146 -3.082 -2.594 -0.07
H -2.669 -1.241 -3.155 0.09
H -3.085 -2.572 -4.322 0.15
H -4.736 -3.472 -2.650 0.15
H -5.166 -1.810 -3.341 0.14
H -4.458 -0.930 -1.521 0.03
H -1.841 -2.664 -1.797 0.06
C 1.325 3.165 -2.657 -0.30
C 1.064 2.299 -3.850 -0.21
O 1.182 3.090 -5.086 -0.06
O 2.523 3.779 -2.827 -0.06
H 1.286 2.604 -1.690 0.13
H 0.548 3.916 -2.473 0.12
H 0.053 1.849 -3.824 0.12
H 1.776 1.502 -3.895 0.09
H 0.270 3.411 -5.096 0.08
H 2.512 4.363 -3.605 0.12
C -1.244 5.108 1.942 -0.03
C -0.251 4.020 1.533 -0.47
C 1.163 4.441 1.315 -0.20
O 1.182 5.163 0.084 -0.21
C 2.469 5.635 -0.219 -0.12
N -0.360 2.889 2.440 0.07
H -1.338 5.817 1.199 0.05
H -0.989 5.632 2.891 0.09
H -2.173 4.520 2.158 0.08
H -0.608 3.638 0.620 0.11
H 1.894 3.621 1.203 0.12
H 1.441 5.141 2.215 0.16
H 2.360 5.991 -1.256 0.09
H 3.235 4.837 -0.117 0.07
H 2.718 6.458 0.556 0.11
H 0.202 3.239 3.251 0.11
H 0.046 2.079 2.022 0.03
C 4.468 1.178 -1.893 -0.03
C 4.608 2.302 -0.870 -0.42
C 5.234 1.764 0.409 -0.20
O 4.317 0.860 1.016 -0.25
C 4.914 -0.207 1.778 -0.08
N 5.411 3.497 -1.259 0.07
H 3.945 1.451 -2.761 0.04
H 3.967 0.288 -1.405 0.09
H 5.488 0.843 -2.196 0.09
H 3.641 2.540 -0.471 0.11
H 5.586 2.492 1.141 0.12
H 6.150 1.095 0.145 0.14
H 5.765 -0.706 1.283 0.08
H 4.222 -1.093 1.973 0.09
H 5.270 0.191 2.754 0.10
H 6.213 3.222 -1.791 0.06
H 4.805 3.958 -1.893 0.03
```

---

[2]
The following is a DFT calculation (ωB97M-V/def2-TZVPD) of a cluster of 10 separate species, C28H83N7O10 in total in a non-equilibrium geometry.

Calculated values
ΔE to the lowest compared entry with this formula, charge and spin (kcal/mol): 94.14
Maximum force (hartree/bohr): 0.0594
HOMO (eV): -8.9
E (Eh): -2252.01170
SMILES string: COC[C@H](C)N.COC[C@H](C)N.COC[C@H](C)N.COC[C@H](C)N.COC[C@H](C)N.COC[C@H](C)N.COC[C@H](C)N.O.O.O

The geometry in XYZ format:
```
128
Properties=species:S:1:pos:R:3:lowdin_charge:R:1
O 17.159 16.748 -27.358 -0.05
H 17.203 16.674 -26.405 0.03
H 18.071 16.698 -27.644 0.03
O 15.201 20.703 -25.190 -0.05
H 14.356 21.024 -25.504 0.02
H 15.556 20.203 -25.925 0.02
O 13.959 18.594 -28.563 -0.05
H 14.687 18.030 -28.301 0.01
H 13.176 18.076 -28.378 0.02
C 16.644 23.869 -33.383 -0.06
C 16.216 22.397 -33.009 -0.39
C 17.159 21.701 -31.979 -0.18
O 17.834 22.596 -31.090 -0.19
C 18.566 21.925 -30.101 -0.13
N 14.850 22.539 -32.578 0.01
H 17.608 23.839 -33.890 0.07
H 16.943 24.520 -32.563 0.07
H 15.974 24.437 -34.030 0.07
H 16.173 21.686 -33.834 0.12
H 17.892 21.207 -32.617 0.11
H 16.714 20.877 -31.422 0.12
H 18.862 22.611 -29.307 0.08
H 19.510 21.542 -30.489 0.08
H 18.093 21.074 -29.612 0.08
H 14.678 23.533 -32.543 0.05
H 14.701 22.380 -31.591 0.07
C 9.648 21.989 -29.481 -0.05
C 10.216 23.206 -28.600 -0.42
C 9.061 23.859 -27.925 -0.19
O 7.974 24.317 -28.798 -0.20
C 7.045 25.248 -28.255 -0.13
N 11.191 22.634 -27.665 0.03
H 8.745 22.208 -30.051 0.07
H 9.451 21.061 -28.946 0.07
H 10.388 21.845 -30.269 0.07
H 10.805 23.845 -29.258 0.13
H 9.401 24.647 -27.253 0.12
H 8.534 23.100 -27.346 0.13
H 6.621 24.971 -27.290 0.08
H 6.208 25.499 -28.906 0.08
H 7.505 26.200 -27.989 0.08
H 11.503 21.799 -28.140 0.06
H 11.988 23.253 -27.674 0.07
C 12.338 21.864 -19.354 -0.05
C 12.548 21.895 -20.889 -0.43
C 11.828 23.011 -21.676 -0.19
O 10.438 23.044 -21.435 -0.20
C 9.648 21.932 -21.778 -0.10
N 14.006 21.856 -21.133 0.03
H 12.534 22.856 -18.946 0.08
H 13.073 21.219 -18.872 0.07
H 11.313 21.642 -19.059 0.07
H 12.169 20.969 -21.321 0.12
H 12.078 22.816 -22.719 0.12
H 12.197 24.006 -21.427 0.13
H 9.950 21.598 -22.770 0.09
H 8.580 22.130 -21.877 0.09
H 9.890 21.191 -21.017 0.08
H 14.452 21.048 -20.725 0.06
H 14.128 21.656 -22.116 0.06
C 10.852 16.821 -24.781 -0.06
C 9.649 16.622 -25.745 -0.44
C 8.388 17.487 -25.403 -0.18
O 8.038 17.422 -24.009 -0.19
C 6.679 17.721 -23.785 -0.12
N 10.150 16.841 -27.069 0.02
H 11.362 17.764 -24.980 0.08
H 11.513 15.956 -24.832 0.07
H 10.514 16.861 -23.746 0.07
H 9.361 15.581 -25.598 0.13
H 7.618 17.185 -26.113 0.11
H 8.558 18.531 -25.668 0.12
H 6.561 17.625 -22.706 0.09
H 5.945 17.056 -24.242 0.09
H 6.519 18.769 -24.036 0.09
H 10.852 16.127 -27.201 0.07
H 9.433 16.701 -27.766 0.07
C 20.885 21.573 -23.169 -0.06
C 21.710 20.486 -22.421 -0.40
C 23.052 20.922 -21.673 -0.23
O 23.882 21.552 -22.573 -0.18
C 25.125 21.922 -21.932 -0.08
N 20.749 19.717 -21.623 0.01
H 20.337 22.227 -22.491 0.07
H 20.060 21.157 -23.747 0.07
H 21.536 22.009 -23.926 0.07
H 21.936 19.760 -23.202 0.12
H 23.567 20.030 -21.316 0.11
H 22.735 21.490 -20.798 0.12
H 24.985 22.331 -20.932 0.08
H 25.674 22.621 -22.564 0.09
H 25.734 21.033 -21.768 0.08
H 21.260 19.033 -21.084 0.06
H 20.284 20.304 -20.946 0.06
C 15.184 27.138 -25.838 -0.08
C 16.392 26.531 -26.546 -0.43
C 17.299 25.717 -25.562 -0.19
O 18.175 26.451 -24.681 -0.19
C 19.307 27.047 -25.401 -0.08
N 15.755 25.681 -27.545 0.02
H 14.394 26.479 -25.479 0.08
H 14.722 27.979 -26.355 0.07
H 15.542 27.550 -24.894 0.07
H 17.041 27.286 -26.991 0.12
H 17.950 24.989 -26.045 0.11
H 16.576 25.091 -25.038 0.12
H 19.924 27.559 -24.663 0.09
H 18.988 27.693 -26.219 0.07
H 19.929 26.310 -25.910 0.08
H 15.335 26.299 -28.225 0.07
H 16.375 25.179 -28.164 0.06
C 17.490 14.268 -22.251 -0.09
C 16.414 15.310 -22.084 -0.39
C 15.950 15.573 -20.573 -0.19
O 14.723 16.290 -20.482 -0.20
C 14.122 16.347 -19.153 -0.08
N 16.891 16.585 -22.733 0.03
H 17.129 13.246 -22.134 0.07
H 18.295 14.367 -21.523 0.08
H 17.911 14.176 -23.252 0.08
H 15.566 15.008 -22.699 0.13
H 16.772 16.143 -20.139 0.12
H 15.866 14.629 -20.035 0.11
H 14.791 16.795 -18.418 0.08
H 13.953 15.322 -18.824 0.08
H 13.178 16.885 -19.067 0.08
H 17.738 16.884 -22.271 0.06
H 16.179 17.278 -22.554 0.06
```

---

[3]
The following is a DFT calculation (ωB97M-V/def2-TZVPD) of a cluster of 11 separate species, C28H84N6O11 in total in a non-equilibrium geometry.

Calculated values
ΔE to the lowest compared entry with this formula, charge and spin (kcal/mol): 1.33
Maximum force (hartree/bohr): 0.0687
HOMO (eV): -8.6
E (Eh): -2273.13235
SMILES string: COC[C@H](C)N.COC[C@H](C)N.COC[C@H](C)N.COC[C@H](C)N.COC[C@H](C)N.COC[C@H](C)N.CO.CO.CO.CO.O

The geometry in XYZ format:
```
129
Properties=species:S:1:pos:R:3:lowdin_charge:R:1
C 2.720 -5.971 -0.548 -0.08
C 1.773 -4.880 -0.818 -0.45
C 2.222 -3.792 -1.809 -0.20
O 1.341 -2.722 -1.596 -0.25
C 1.386 -1.571 -2.522 -0.03
N 0.504 -5.544 -1.168 0.04
H 3.660 -5.487 -0.258 0.09
H 2.784 -6.586 -1.406 0.07
H 2.386 -6.663 0.241 0.09
H 1.598 -4.266 0.051 0.13
H 2.136 -4.129 -2.855 0.12
H 3.251 -3.461 -1.696 0.12
H 1.947 -0.861 -1.870 0.10
H 0.364 -1.241 -2.656 0.07
H 1.905 -1.775 -3.435 0.07
H -0.219 -4.788 -1.376 0.07
H 0.471 -5.997 -2.053 0.05
C -1.784 0.816 -3.802 -0.08
C -2.510 -0.177 -4.664 -0.46
C -1.865 -1.599 -4.636 -0.18
O -0.652 -1.543 -5.390 -0.20
C -0.106 -2.855 -5.578 -0.11
N -3.853 -0.177 -4.183 0.01
H -0.735 0.914 -4.163 0.06
H -1.715 0.490 -2.766 0.07
H -2.262 1.813 -3.864 0.09
H -2.522 0.223 -5.686 0.14
H -2.605 -2.321 -5.071 0.14
H -1.707 -1.846 -3.592 0.10
H -0.654 -3.487 -6.324 0.10
H -0.028 -3.399 -4.611 0.09
H 0.882 -2.701 -5.985 0.08
H -4.250 0.774 -4.158 0.08
H -3.845 -0.559 -3.198 0.08
C -2.656 5.883 2.035 -0.04
C -1.455 4.973 1.530 -0.39
C -1.826 3.475 1.450 -0.22
O -2.245 2.861 2.645 -0.21
C -1.225 2.761 3.610 -0.09
N -0.990 5.511 0.214 0.04
H -2.877 5.679 3.095 0.07
H -3.518 5.659 1.428 0.07
H -2.395 6.910 2.010 0.05
H -0.593 5.050 2.181 0.11
H -0.929 2.910 1.140 0.08
H -2.612 3.259 0.688 0.14
H -1.075 3.749 4.061 0.09
H -0.269 2.426 3.089 0.09
H -1.632 2.039 4.315 0.08
H -1.773 5.550 -0.450 0.08
H -0.172 5.092 -0.193 0.03
C 4.737 1.586 -1.797 -0.06
C 4.258 2.711 -2.670 -0.40
C 2.869 2.394 -3.376 -0.19
O 3.133 1.544 -4.479 -0.19
C 1.935 1.075 -5.118 -0.10
N 4.075 3.949 -1.923 0.03
H 4.151 1.384 -0.948 0.04
H 5.724 1.760 -1.394 0.07
H 4.793 0.670 -2.436 0.10
H 5.005 2.797 -3.476 0.14
H 2.409 3.242 -3.766 0.09
H 2.071 2.041 -2.660 0.13
H 1.240 1.818 -5.533 0.09
H 1.409 0.313 -4.443 0.07
H 2.192 0.370 -5.933 0.09
H 3.988 4.707 -2.580 0.08
H 4.885 4.153 -1.311 0.10
C 5.086 1.256 2.099 -0.06
C 4.941 1.547 3.615 -0.38
C 3.957 0.544 4.227 -0.23
O 2.686 1.015 3.788 -0.20
C 1.764 -0.105 3.525 -0.06
N 6.298 1.540 4.305 0.04
H 4.164 1.346 1.509 0.05
H 5.453 0.221 1.967 0.09
H 5.777 1.888 1.617 0.05
H 4.530 2.542 3.749 0.13
H 3.991 0.505 5.346 0.13
H 4.202 -0.451 3.970 0.10
H 1.541 -0.512 4.507 0.09
H 2.233 -0.897 2.931 0.09
H 0.928 0.312 3.038 0.05
H 6.505 0.593 4.557 0.05
H 6.136 2.137 5.090 0.05
C -4.648 0.202 -0.253 -0.02
C -5.334 -0.879 0.590 -0.41
C -5.154 -0.609 2.085 -0.24
O -3.813 -0.599 2.439 -0.24
C -3.529 -0.142 3.724 -0.10
N -6.825 -0.960 0.417 0.04
H -5.148 1.107 0.093 0.09
H -4.835 0.068 -1.308 0.06
H -3.637 0.210 0.093 0.06
H -4.834 -1.841 0.385 0.12
H -5.684 -1.233 2.814 0.12
H -5.597 0.453 2.282 0.16
H -4.196 -0.680 4.475 0.11
H -3.787 0.862 3.833 0.06
H -2.498 -0.373 4.010 0.10
H -7.027 -1.056 -0.593 0.08
H -7.235 -1.726 0.944 0.06
O -1.409 -2.808 -0.993 -0.07
H -1.580 -3.457 -0.338 -0.01
H -0.486 -2.491 -0.775 0.03
C -0.453 0.055 0.446 -0.15
O 0.609 -0.861 0.648 -0.14
H -1.264 -0.375 -0.117 0.05
H -0.952 0.329 1.379 0.07
H -0.067 0.993 0.016 0.08
H 0.269 -1.402 1.377 0.02
C -3.941 -3.668 2.585 -0.13
O -3.109 -3.266 1.489 -0.17
H -5.005 -3.588 2.193 0.10
H -3.903 -4.726 2.859 0.08
H -3.715 -3.041 3.453 0.08
H -3.180 -2.273 1.473 0.07
C 0.273 -3.534 3.373 -0.10
O -0.434 -2.591 2.537 -0.14
H 0.784 -4.367 2.869 0.08
H 1.101 -2.971 3.820 0.06
H -0.417 -3.947 4.152 0.10
H -1.282 -2.937 2.285 0.03
C 1.739 3.217 0.947 -0.15
O 1.559 3.426 -0.465 -0.14
H 2.617 3.696 1.403 0.09
H 0.902 3.540 1.596 0.04
H 1.881 2.113 1.163 0.08
H 2.404 3.712 -0.807 0.01
```

---

no.,frontier orbital gap (eV)
1,9.891
2,9.164
3,9.192